DFT (ωB97M-V with the def2-TZVPD basis set) results for C38H46BrCl2N8O4PSTa as an isolated structure in a non-equilibrium geometry.

## Properties
Electronic energy in eV: -177007.96597
Molecular weight in g/mol: 1073.6
HOMO (spin up / spin down) in Ha: -0.5482 / -0.5511
Energy above the lowest of the compared OMol25 structures with the same formula, charge and spin in kcal/mol: 85.8

Structure (ORCA input):
```
! wB97M-V def2-TZVPD RIJCOSX def2/J DEFGRID3
* xyz 3 1
Ta 0.225 0.127 -0.004
Cl -3.383 5.547 1.968
C -2.542 4.079 1.983
C -1.571 3.853 1.042
C -0.875 2.639 1.069
N 0.119 2.218 0.207
C 0.909 3.200 -0.443
O 0.907 4.360 -0.166
C 1.713 2.626 -1.533
C 2.504 3.435 -2.319
C 3.185 2.853 -3.379
C 3.025 1.494 -3.598
C 2.220 0.759 -2.749
N 1.572 1.311 -1.716
C -1.172 1.669 2.053
C -2.154 1.903 3.011
C -2.845 3.086 2.980
Cl -4.063 3.367 4.119
N -0.379 0.550 1.937
C 0.210 0.047 3.118
O 0.108 0.540 4.200
C 0.935 -1.203 2.841
C 1.430 -1.981 3.864
C 1.984 -3.209 3.541
C 1.972 -3.611 2.214
C 1.464 -2.759 1.254
N 0.974 -1.548 1.553
H -1.351 4.619 0.317
H 2.561 4.491 -2.091
H 3.819 3.451 -4.022
H 3.521 1.001 -4.425
H 2.072 -0.300 -2.896
H -2.373 1.176 3.780
H 1.361 -1.615 4.880
H 2.396 -3.849 4.310
H 2.348 -4.584 1.924
H 1.420 -3.049 0.213
C -0.162 -3.977 -4.390
C -0.478 -2.576 -3.932
C -1.254 -1.703 -4.689
C -1.590 -0.451 -4.194
C -1.113 -0.132 -2.947
Br -1.640 1.436 -2.067
N -0.307 -0.895 -2.224
C -0.002 -2.103 -2.718
H -0.526 -4.152 -5.401
H -0.632 -4.707 -3.732
H 0.913 -4.167 -4.377
H -1.615 -2.005 -5.666
H -2.218 0.236 -4.745
H 0.660 -2.711 -2.109
O -1.430 -1.329 0.242
P -2.686 -2.170 0.568
N -2.443 -3.747 0.255
C -2.495 -4.321 -1.110
C -1.320 -5.293 -1.131
C -1.328 -5.846 0.294
C -1.641 -4.617 1.150
N -3.062 -2.059 2.147
C -4.329 -2.653 2.683
C -3.953 -3.140 4.080
C -2.871 -2.151 4.505
C -2.061 -1.969 3.228
N -3.965 -1.706 -0.329
C -5.319 -2.342 -0.212
C -6.011 -2.012 -1.535
C -4.846 -1.918 -2.517
C -3.818 -1.160 -1.691
H -2.432 -3.545 -1.873
H -3.432 -4.865 -1.247
H -0.385 -4.750 -1.317
H -1.439 -6.068 -1.887
H -0.388 -6.314 0.582
H -2.121 -6.588 0.395
H -0.720 -4.111 1.452
H -2.202 -4.872 2.048
H -4.695 -3.460 2.051
H -5.090 -1.876 2.742
H -3.548 -4.153 4.043
H -4.815 -3.140 4.744
H -2.256 -2.513 5.328
H -3.328 -1.205 4.805
H -1.300 -2.754 3.149
H -1.570 -1.005 3.196
H -5.864 -1.936 0.636
H -5.224 -3.422 -0.083
H -6.515 -1.046 -1.467
H -6.747 -2.766 -1.803
H -5.099 -1.400 -3.442
H -4.486 -2.922 -2.757
H -4.072 -0.097 -1.682
H -2.805 -1.279 -2.041
C 4.574 -0.103 -0.739
S 3.417 -1.257 -0.054
C 3.978 -2.706 -0.893
O 2.054 -0.953 -0.740
H 5.546 -0.325 -0.294
H 4.263 0.899 -0.444
H 4.613 -0.199 -1.822
H 5.042 -2.821 -0.678
H 3.810 -2.585 -1.964
H 3.441 -3.570 -0.508
*
```